Record 1
C2H2O2S2 in the gas phase in a non-equilibrium geometry. Source: the Open Molecules 2025 dataset; level of theory: the ωB97M-V functional and the def2-TZVPD basis.

Summary:
LUMO energy ... 0.14 eV
Total charge ... 0
E ... -27867.176 eV
Structure (SMILES) ... C#CO[S@H](=O)=S
HOMO energy ... -10.082 eV
Spin multiplicity ... 1
Energy above the lowest of the compared OMol25 structures with the same formula, charge and spin ... 427.4 kJ/mol
Orbital gap ... 10.2 eV

Each line ends with the natural charge from an NBO analysis.
Atoms and positions in Å:
O 0.56436 -1.28815 0.41729  -0.882
C -1.91863 0.35932 0.84009  -0.304
H -2.76736 0.13484 1.39693  0.237
S 2.98810 0.13496 -0.12714  -0.294
O 0.05615 0.92676 -0.59480  -0.664
H 0.88002 -0.63187 -1.69186  0.034
S 1.19714 -0.32736 -0.39840  1.596
C -0.99977 0.69150 0.15789  0.277

Atomic forces in eV per Å
-0.367 -1.082 1.069
0.321 0.423 -0.419
-0.736 -0.228 0.568
-0.380 0.513 -0.155
0.161 0.307 0.972
0.843 -0.160 0.202
-0.006 -0.101 -1.910
0.164 0.329 -0.327

Record 2
A molecular structure, C20H43BiN2P3Se in a non-equilibrium geometry. Source: the Open Molecules 2025 dataset; level of theory: the ωB97M-V functional and the def2-TZVPD basis.

Summary:
LUMO energy ... -10.05 eV
Total charge ... +3
E ... -123434.482 eV
HOMO energy ... -14.080 eV
Spin multiplicity ... 1
Energy above the lowest of the compared OMol25 structures with the same formula, charge and spin ... 805.5 kJ/mol
Orbital gap ... 4.0 eV

Each line ends with the natural charge from an NBO analysis.
Atoms and positions in Å:
H 1.85000 5.98490 -6.59850  0.238
H -0.17820 -3.79270 0.00210  0.249
H 3.97200 0.16540 4.84920  0.260
C -1.08830 -1.05550 -3.20890  -0.912
H 2.86350 -2.79060 -2.19110  0.294
H 2.94180 3.14630 3.72410  0.247
H -0.47360 -0.23160 -3.58060  0.271
H 2.95850 -3.45660 0.25080  0.290
C 2.48780 -2.55300 0.65530  -0.886
C 2.94180 -0.02480 4.48540  -0.414
N 1.53700 0.62850 1.36700  -0.665
H 1.98440 -2.80340 1.59420  0.243
H -0.23620 1.65720 -2.31090  0.244
C 2.02160 3.21940 -4.61700  -0.269
C 0.16670 1.74390 -1.30000  -0.631
H 3.63780 2.16360 -7.42620  0.232
C -2.89930 0.09840 1.93260  -0.898
C 0.41640 -3.50400 -0.86910  -0.891
H 3.08560 4.46200 -8.13140  0.241
H -1.81310 2.11280 -0.42410  0.243
H -0.45450 2.72430 0.56430  0.261
C 1.71360 4.51710 -5.02380  -0.183
C -0.66140 -0.08900 3.56060  -0.891
H 1.27040 2.70710 4.26770  0.213
H 1.16580 -4.28000 -1.06310  0.295
Bi 0.00000 0.00000 0.00000  1.207
H 2.67230 2.39470 5.34640  0.269
P -1.18630 -0.61000 1.85880  0.929
H 2.56750 0.64270 -3.65850  0.000
H -3.61920 0.14790 -2.70430  0.286
H 2.93410 -0.97030 3.89980  0.217
H -1.94140 -1.20810 -3.87980  0.293
H -3.42310 -1.86110 -0.33410  0.249
H 0.24370 -0.62700 3.85220  0.248
H -1.44790 -0.29920 4.29530  0.292
Se 3.17810 0.56560 -4.99610  0.137
C 2.78490 4.11910 -7.14530  -0.166
H -3.53970 0.86270 -1.07240  0.256
C 2.09230 4.97350 -6.28660  -0.203
H 3.27060 -1.82280 0.87090  0.265
H -2.22850 -2.45330 3.16690  0.293
H -0.44780 0.98400 3.56560  0.253
H -0.47800 -1.96090 -3.20480  0.243
H 3.05140 -1.02920 -1.96340  0.276
C 3.09810 2.82000 -6.74910  -0.238
H -3.48310 -0.23200 1.06970  0.245
H -0.24690 -3.44390 -1.73470  0.250
H 1.71510 -1.64190 -2.93290  0.264
H -2.20630 -2.98170 -0.96090  0.247
C -2.77710 -2.08070 -1.18820  -0.921
H -0.64910 -2.91120 2.47500  0.251
H 1.72120 2.87620 -3.63140  0.174
C 2.01680 0.87860 2.39180  0.744
H 1.17390 5.17230 -4.34570  0.217
C -2.95400 0.58600 -1.95260  -0.893
C 2.34040 2.40350 4.28480  -0.425
C -0.75320 2.01790 -0.20520  -0.761
H 2.26880 -0.15880 5.36170  0.232
H -3.40770 -2.26710 -2.06480  0.292
C -1.58420 -2.37570 2.28180  -0.917
P 1.23880 -1.86750 -0.54060  0.894
H -2.49830 1.49000 -2.36380  0.267
N 2.48190 1.09430 3.68630  -0.433
H -2.08170 -2.85840 1.43710  0.251
H -2.82180 1.18820 1.88480  0.272
H -3.42610 -0.19180 2.84990  0.297
C 2.32800 -1.84310 -2.05090  -0.884
H 1.12330 2.26980 -1.31960  0.277
P -1.64830 -0.64320 -1.49380  0.941
C 2.71610 2.36670 -5.48130  -0.168

Atomic forces in eV per Å
0.045 -0.162 0.052
0.060 -0.126 -0.093
-0.597 -0.124 -0.254
0.924 0.083 0.462
-0.364 0.081 0.461
-0.329 -0.338 0.460
-0.034 -0.094 -0.153
-0.319 0.242 -0.154
-0.290 0.871 0.713
0.375 -1.234 0.658
2.140 0.773 1.104
0.114 -0.077 -0.030
0.130 0.111 0.113
0.138 -0.026 -0.401
2.607 -0.199 -2.666
-0.059 0.100 0.070
0.401 0.543 -1.280
-1.055 0.467 0.168
-0.046 -0.055 0.165
0.212 0.390 -0.061
0.068 0.242 -0.269
0.066 -0.103 -0.120
0.855 0.460 -0.516
0.679 -0.039 0.102
0.079 0.422 0.109
1.541 6.463 -2.662
-0.119 -0.251 -0.859
-5.260 -2.952 8.531
0.031 0.115 -0.027
0.284 -0.158 0.166
0.082 0.691 0.318
0.011 0.093 0.386
-0.030 -0.099 -0.139
-0.099 0.018 -0.004
-0.011 -0.057 -0.456
-0.121 0.017 0.060
-0.093 0.000 0.212
-0.012 -0.009 -0.136
0.061 -0.273 0.082
-0.052 -0.006 -0.054
0.176 0.313 -0.219
-0.080 -0.094 0.103
-0.098 0.075 -0.155
0.028 -0.060 -0.037
-0.101 -0.078 0.298
-0.051 0.059 0.151
0.124 -0.100 0.104
0.161 -0.019 -0.021
-0.174 -0.007 -0.066
0.423 0.009 0.729
-0.131 -0.038 0.066
0.058 0.029 -0.039
1.652 0.616 5.337
0.084 -0.047 -0.110
0.409 0.535 0.583
-0.417 1.692 0.221
-2.649 1.400 3.103
0.427 0.138 -0.517
0.248 0.214 0.080
0.567 -0.221 -0.806
5.910 -8.349 -1.974
-0.134 -0.103 -0.032
-1.402 -0.987 -4.706
-0.024 -0.040 0.151
-0.108 -0.067 0.065
0.495 -0.161 -0.145
-0.561 1.349 -0.104
-0.210 -0.027 0.018
-6.472 -2.337 -5.977
-0.161 0.503 -0.157

Record 3
8 unconnected molecules or ions with the total composition C3H22N2O8 in a non-equilibrium geometry. Source: the Open Molecules 2025 dataset; level of theory: the ωB97M-V functional and the def2-TZVPD basis.

Summary:
LUMO energy (alpha / beta) ... -2.70 / -8.01 eV
Total charge ... +1
E ... -22819.628 eV
HOMO energy (alpha / beta) ... -14.280 / -14.258 eV
Spin multiplicity ... 2
Energy above the lowest of the compared OMol25 structures with the same formula, charge and spin ... 135.2 kJ/mol
Orbital gap (alpha / beta) ... 11.6 / 6.2 eV

Each line ends with the natural charge from an NBO analysis.
Atoms and positions in Å:
H -0.87830 2.51689 1.44278  0.493
O -0.62698 2.42324 2.35105  -0.959
H 2.63368 0.56894 -0.94847  0.464
O -1.06042 -0.14070 2.77695  -0.980
H 1.02958 -1.70289 2.17408  0.291
H 1.56413 0.14023 0.84509  0.456
H -0.98751 -0.19290 0.16651  0.316
H -1.01903 0.77735 2.73458  0.507
O 2.87200 1.48291 -0.68681  -0.940
H 0.32341 2.35529 2.30177  0.496
H -2.36100 -1.84089 -1.02085  0.486
H -2.11343 -0.70209 1.53780  0.488
H -1.04700 -0.39499 3.61624  0.479
H -3.18128 -1.38067 -2.16571  0.498
O -0.17287 2.10461 -0.46222  -0.593
H -0.24343 -1.07513 -1.13109  0.271
H 0.03889 -2.27124 -3.99453  0.478
O 0.01778 -1.92205 -3.19215  -0.977
O -2.43220 -1.96855 -1.96062  -0.968
H 2.31171 2.38430 0.84660  0.494
N 1.15703 -0.60397 0.28847  -0.148
C -0.06637 -0.30576 -0.43523  -0.404
C 0.09918 1.10995 -1.08497  0.676
C 0.86986 -1.84228 1.07145  -0.478
H -0.74768 -2.20697 -2.73452  0.498
O 2.24097 2.14630 1.74193  -0.965
O -2.89661 -0.87438 0.97092  -0.998
H 3.12595 2.28662 1.96236  0.485
N 0.39844 1.12650 -2.47066  -0.850
H 0.25585 2.01087 -2.91029  0.416
H 1.45775 -2.80518 0.64402  0.297
H -3.52278 -1.18961 1.57565  0.486
H 2.57252 1.92926 -1.52185  0.497
H -0.07949 -2.23027 0.71336  0.248
H 0.46763 0.28724 -3.04162  0.442

Atomic forces in eV per Å
-0.333 0.283 -0.970
-0.448 -0.255 0.910
0.725 0.542 0.279
0.120 -1.989 -5.387
-0.143 -0.137 -1.278
0.809 0.825 -0.004
0.760 -0.171 0.400
0.186 3.624 -0.077
-0.654 -0.433 -2.124
0.890 0.232 0.117
-0.220 -0.109 1.084
-0.600 0.043 0.276
-0.022 -1.699 5.638
0.357 -0.382 -0.257
0.415 0.006 0.170
-0.075 -0.940 -0.990
0.052 -2.538 -5.445
1.804 3.194 4.883
-0.441 0.439 -0.424
-0.550 0.389 -2.332
-3.686 -2.504 2.646
1.478 3.204 -0.900
-0.998 -0.806 -3.022
2.286 -1.972 -1.334
-1.778 -0.509 0.297
-2.078 -0.835 1.276
2.038 0.482 -1.599
2.339 0.178 1.501
-0.089 -0.485 2.594
-0.040 0.416 -0.342
-0.225 2.269 1.087
-1.678 -0.742 1.239
0.578 -0.098 1.021
-0.536 0.471 0.708
-0.244 0.006 0.357

Record 4
A molecular structure, C13H24Cl16 in a non-equilibrium geometry. Source: the Open Molecules 2025 dataset; level of theory: the ωB97M-V functional and the def2-TZVPD basis.

Summary:
LUMO energy (alpha / beta) ... -2.21 / -10.05 eV
Total charge ... +1
E ... -214218.288 eV
HOMO energy (alpha / beta) ... -12.752 / -12.573 eV
Spin multiplicity ... 2
Orbital gap (alpha / beta) ... 10.5 / 2.5 eV

Each line ends with the natural charge from an NBO analysis.
Atoms and positions in Å:
Cl -4.54484 1.98077 -2.52442  -0.044
C 0.25266 -0.36365 0.50203  -0.415
C -1.83814 -2.10876 5.23402  -0.380
Cl 5.88580 -2.31544 3.49394  0.071
Cl -2.00652 -0.32297 5.00243  -0.074
H -0.69883 1.50256 1.26830  0.254
H -0.80494 1.51828 -5.07541  0.270
H -5.40236 3.19078 -0.62583  0.225
Cl 0.38074 2.84540 -3.58721  0.058
Cl -1.41682 -1.87757 -3.77618  -0.013
C -2.09896 -3.24559 -1.39070  -0.389
H 2.32044 0.86848 -4.60010  0.248
H 0.22373 -1.93608 4.66978  0.227
H -0.94030 -0.03370 2.16563  0.271
H -1.91362 -2.30040 6.30439  0.236
C 4.29227 -2.83115 2.87467  -0.234
H -0.22053 -3.44327 -2.50654  0.222
H 0.62165 2.06867 -5.85565  0.254
H -2.69527 -2.53513 4.71285  0.233
Cl -2.03616 -4.88935 -0.74403  -0.025
H 3.16697 4.15704 1.04952  0.242
Cl 0.82473 0.13695 -1.11675  0.262
C 0.27547 1.57994 -4.94493  -0.356
H -3.13113 -3.01560 -1.65494  0.230
Cl 3.17601 -1.61046 2.21138  0.018
H -0.07960 -3.56071 5.14483  0.244
H -0.05950 -1.40612 0.43957  0.253
C 3.29883 3.08263 0.92156  -0.356
H 5.42954 2.97634 0.43912  0.247
Cl 2.01761 2.15462 1.91909  -0.107
Cl 4.66981 -3.77489 1.46572  0.054
Cl 3.50219 -3.82344 4.02462  0.094
Cl -2.47303 0.14454 0.47543  -0.008
Cl 1.21435 -0.66593 -6.05454  0.016
C 4.71272 2.54621 1.13859  -0.375
C -3.78452 4.35410 -1.54966  -0.410
H -3.76560 2.40319 -0.36575  0.225
C 1.29545 0.53258 -4.75716  -0.420
H -1.68653 -4.17065 -3.22608  0.242
H -2.78208 4.03571 -1.83573  0.210
H 4.95671 2.60666 2.19922  0.238
C -0.82709 0.42352 1.18267  -0.394
Cl -0.72203 -2.96786 2.87041  -0.092
Cl 4.75696 0.77496 0.67822  -0.080
C -1.28077 -3.29828 -2.71379  -0.394
Cl -4.71960 5.03730 -2.85994  0.004
H 1.16305 -0.21725 1.08329  0.299
H 2.99061 3.12774 -0.12297  0.222
H -1.74113 -2.55398 -0.62800  0.205
C -0.54262 -2.71076 4.64354  -0.384
H -3.81676 5.01402 -0.68274  0.223
C -4.41372 2.97421 -1.03055  -0.371
H 1.01468 -0.05819 -3.88524  0.225

Atomic forces in eV per Å
-0.193 -0.511 0.438
-0.352 -0.335 -0.460
0.126 -0.680 -0.292
-0.786 0.742 0.168
0.364 -0.508 -0.092
0.291 -0.242 -0.172
0.230 -1.259 0.264
0.050 -0.457 -0.029
0.146 -0.939 -0.617
-0.173 0.133 0.311
0.097 0.311 -1.191
-0.248 0.362 -0.367
0.031 0.004 0.247
0.301 0.202 0.183
0.066 0.073 -0.126
0.729 -0.117 -0.962
-0.118 -0.078 -0.088
-0.182 0.777 -0.028
0.031 -0.044 0.270
-0.003 -0.142 0.337
0.329 -0.008 1.406
-0.210 0.220 0.099
0.138 2.827 -0.500
0.026 0.036 0.268
0.153 0.587 0.986
-0.757 -0.307 -0.184
0.361 0.076 -0.053
-0.542 0.194 -0.578
-0.113 0.431 0.470
1.164 1.025 -0.793
0.358 -1.085 -1.045
-0.599 -0.328 0.996
0.666 0.039 -0.175
0.115 0.192 -0.385
-1.127 -0.873 -0.250
-0.345 -2.243 1.784
-0.048 0.446 0.127
-0.428 -2.150 1.505
0.252 0.227 -0.374
0.056 0.800 -0.308
0.387 0.051 -0.299
-1.298 0.168 0.237
-0.063 -0.363 0.146
0.045 0.721 0.127
-0.124 -0.388 1.076
0.093 0.268 -0.051
0.242 -0.075 0.190
-0.046 -1.323 -0.182
0.046 -0.003 -0.232
0.270 1.875 -0.111
0.355 0.257 -0.298
0.072 1.435 -1.671
0.164 -0.020 0.279